{"formula": "C30H39CaN9SSbSe", "method": "ωB97M-V/def2-TZVPD", "symbols": ["Ca", "C", "C", "N", "N", "C", "N", "S", "C", "C", "C", "C", "C", "N", "H", "H", "H", "H", "H", "H", "H", "H", "H", "Se", "N", "C", "C", "C", "C", "C", "N", "C", "C", "N", "C", "C", "C", "C", "C", "N", "H", "H", "H", "H", "H", "H", "C", "C", "C", "C", "N", "H", "H", "H", "H", "H", "H", "H", "H", "H", "C", "C", "Sb", "C", "C", "C", "C", "H", "H", "H", "H", "H", "H", "H", "H", "H", "H", "H", "H", "H", "H", "H"], "positions_angstrom": [[0.1262, 0.3563, 0.8182], [-4.1142, -0.8709, 1.8634], [-2.8251, -0.4651, 1.2037], [-1.6234, -0.7496, 1.7291], [-1.6689, -1.4604, 2.9214], [-0.5716, -1.7497, 3.5250], [-0.7164, -2.2515, 4.8266], [1.1527, -1.4884, 3.2224], [-2.8694, 0.2931, -0.0001], [-4.0886, 0.5833, -0.6832], [-4.0856, 1.3260, -1.8266], [-2.8604, 1.8278, -2.3420], [-1.7186, 1.5200, -1.6435], [-1.6746, 0.7728, -0.5284], [-3.9323, -1.0941, 2.9095], [-4.5427, -1.7695, 1.4056], [-4.8558, -0.0739, 1.7891], [-1.6802, -2.4849, 5.0180], [-0.0727, -2.9965, 5.0455], [-5.0210, 0.2008, -0.2916], [-5.0183, 1.5331, -2.3387], [-2.8172, 2.4348, -3.2355], [-0.7569, 1.8939, -1.9923], [2.6633, 7.7712, 2.3009], [3.1668, 6.5502, 1.0596], [2.4003, 5.4955, 1.2776], [2.4615, 4.2899, 0.4875], [3.3460, 4.1864, -0.5975], [3.3702, 3.0556, -1.3636], [2.4885, 2.0148, -1.0291], [1.6529, 2.0569, -0.0143], [1.6177, 3.1836, 0.7697], [0.6900, 3.2604, 1.8667], [-0.0992, 2.1802, 2.1573], [-0.9838, 2.2593, 3.1294], [-1.1717, 3.4150, 3.9028], [-0.3763, 4.4950, 3.6484], [0.5857, 4.4478, 2.6258], [1.4399, 5.5820, 2.3553], [1.3949, 6.7079, 3.0404], [3.9947, 5.0280, -0.8077], [4.0374, 2.9516, -2.2078], [2.4739, 1.1106, -1.6322], [-1.5727, 1.3665, 3.3167], [-1.9215, 3.4303, 4.6816], [-0.4630, 5.4095, 4.2219], [3.8680, -1.0296, 1.7428], [2.7212, -1.8945, 1.1910], [2.9401, -3.3494, 1.6411], [2.7907, -1.8781, -0.3352], [1.4009, -1.3440, 1.5564], [4.8494, -1.4292, 1.4598], [3.8238, -0.9816, 2.8352], [3.7815, -0.0088, 1.3593], [3.8522, -3.7580, 1.1932], [2.0872, -3.9567, 1.3252], [3.0303, -3.4325, 2.7266], [3.8140, -2.0574, -0.6811], [2.4677, -0.9098, -0.7307], [2.1437, -2.6520, -0.7534], [-1.1788, -4.8811, -1.1975], [-0.2021, -4.1079, -2.0903], [-0.5268, -1.9766, -1.9715], [0.7313, -1.5742, -3.6840], [0.5309, -0.1631, -4.2495], [-2.3886, -1.9556, -3.0614], [-2.4125, -2.7491, -4.3654], [-0.9970, -5.9596, -1.2260], [-2.2159, -4.7182, -1.5071], [-1.1001, -4.5609, -0.1551], [-0.2812, -4.4138, -3.1359], [0.8307, -4.2825, -1.7775], [0.5210, -2.3367, -4.4366], [1.7619, -1.7214, -3.3511], [-0.5107, 0.0135, -4.5350], [1.1480, 0.0152, -5.1349], [0.7890, 0.6041, -3.5142], [-2.6170, -0.8999, -3.2288], [-3.1450, -2.3184, -2.3611], [-1.6709, -2.3789, -5.0782], [-3.3905, -2.6796, -4.8517], [-2.2069, -3.8098, -4.2023]], "mulliken_charge": [2.522, -1.828, -0.128, 1.513, -1.523, 0.279, -0.598, -0.304, 0.791, -1.132, -0.515, -1.241, -0.251, 0.705, 0.486, 0.257, 0.412, 0.251, 0.256, 0.362, 0.365, 0.414, 0.376, 0.008, -0.978, 1.211, 0.204, -0.829, -1.116, -0.268, 0.423, -0.447, -0.216, -0.505, -0.245, -1.052, -0.651, 0.391, 0.969, -0.970, 0.482, 0.449, 0.247, 0.284, 0.446, 0.493, -1.740, 1.394, -1.692, -0.556, -0.234, 0.445, 0.394, 0.306, 0.391, 0.315, 0.446, 0.461, -0.277, -0.322, -1.253, -0.920, 0.157, -0.938, -0.940, -0.524, -1.255, 0.384, 0.302, 0.253, 0.493, 0.578, 0.525, 0.551, 0.249, 0.438, 0.042, 0.278, 0.514, 0.234, 0.447, 0.255], "total_energy_ev": -146313.9624, "charge": -1}



{"formula": "C30H39F4N5OSe4SiTa", "method": "ωB97M-V/def2-TZVPD", "symbols": ["Ta", "C", "N", "C", "C", "C", "N", "C", "C", "F", "C", "F", "C", "C", "F", "C", "F", "H", "H", "H", "H", "H", "H", "H", "H", "H", "H", "H", "Se", "Se", "Se", "Se", "C", "Si", "C", "N", "C", "C", "C", "C", "C", "C", "C", "C", "C", "C", "C", "C", "C", "C", "C", "C", "C", "H", "H", "H", "H", "H", "H", "H", "H", "H", "H", "H", "H", "H", "H", "H", "H", "H", "H", "H", "H", "H", "H", "H", "H", "N", "C", "N", "O", "H", "H", "H", "H"], "positions_angstrom": [[0.5464, 0.3955, -2.0638], [-0.9498, 4.3957, -1.0087], [0.4013, 3.9740, -0.6636], [0.8293, 4.6075, 0.5764], [1.3484, 4.3045, -1.7199], [1.2381, 3.3394, -2.9005], [1.7451, 2.0262, -2.5321], [3.1039, 1.8718, -2.5261], [3.6767, 0.8893, -1.6935], [2.8100, 0.1564, -0.8986], [5.0258, 0.6045, -1.6091], [5.4275, -0.3543, -0.7717], [5.9382, 1.3110, -2.3678], [5.4247, 2.2768, -3.2151], [6.2603, 2.9666, -3.9891], [4.0671, 2.5503, -3.3149], [3.7168, 3.4785, -4.2220], [-0.9998, 5.4614, -1.2710], [-1.6134, 4.2157, -0.1649], [-1.3185, 3.8118, -1.8547], [1.0444, 5.6764, 0.4435], [1.7322, 4.1151, 0.9369], [0.0475, 4.5088, 1.3263], [2.3556, 4.2331, -1.3004], [1.2038, 5.3349, -2.0825], [1.7522, 3.7639, -3.7609], [0.1860, 3.2489, -3.1826], [6.9955, 1.1246, -2.3204], [1.9050, -0.9622, -3.8734], [0.8863, 0.5482, -5.2997], [-1.0735, 1.0691, -4.0585], [-1.6771, -0.7636, -2.3575], [-0.0038, 0.9469, 0.0571], [-0.9767, -0.1294, 1.2821], [-2.5882, -0.9637, 0.5828], [-2.5625, -1.9505, -0.4896], [-3.9467, -2.2626, -0.8940], [-4.0753, -3.6504, -1.5001], [-3.7590, -4.7160, -0.4442], [-2.7002, -4.1984, 0.5374], [-1.8144, -3.1611, -0.1510], [-1.8170, 0.9708, 2.6019], [-2.8250, 0.4678, 3.4230], [-3.4176, 1.2424, 4.4024], [-3.0152, 2.5543, 4.5848], [-2.0161, 3.0761, 3.7833], [-1.4229, 2.2873, 2.8134], [0.2142, -1.2291, 2.2839], [1.5541, -1.3455, 1.9163], [2.4837, -1.9466, 2.7515], [2.0919, -2.4223, 3.9912], [0.7601, -2.3352, 4.3632], [-0.1683, -1.7526, 3.5184], [0.8969, 1.2647, 0.5822], [-0.5936, 1.8550, -0.0677], [-3.2253, -0.1467, 0.2326], [-3.0986, -1.4031, 1.4444], [-4.2571, -1.4970, -1.6133], [-4.6053, -2.1980, -0.0231], [-3.4081, -3.7332, -2.3578], [-5.0939, -3.7762, -1.8637], [-3.4144, -5.6261, -0.9325], [-4.6678, -4.9668, 0.1051], [-2.0819, -5.0168, 0.9036], [-3.1771, -3.7477, 1.4086], [-1.4274, -3.5933, -1.0769], [-0.9721, -2.8828, 0.4833], [-3.1666, -0.5478, 3.3075], [-4.1919, 0.8234, 5.0263], [-3.4759, 3.1679, 5.3451], [-1.6916, 4.0997, 3.9181], [-0.6345, 2.7006, 2.2054], [1.8705, -0.9407, 0.9682], [3.5218, -2.0133, 2.4497], [2.8199, -2.8464, 4.6688], [0.4479, -2.7059, 5.3272], [-1.1967, -1.6738, 3.8356], [2.1902, -3.6016, -0.2444], [1.4103, -3.0801, -1.1984], [1.1128, -3.8614, -2.2558], [0.9365, -1.9301, -1.0915], [2.5616, -4.5335, -0.3080], [2.3565, -3.0678, 0.5974], [1.5860, -4.7357, -2.4076], [0.6377, -3.4476, -3.0426]], "mulliken_charge": [-1.052, -1.099, 0.908, -1.270, -1.001, -1.106, 1.382, -0.038, 0.355, 0.343, -0.466, -0.285, -0.674, 0.140, -0.299, 0.570, -0.316, 0.398, 0.337, 0.227, 0.369, 0.310, 0.351, 0.414, 0.429, 0.405, 0.386, 0.545, -0.123, -0.075, -0.380, 0.041, -0.714, 0.496, -1.246, 1.111, -0.678, -0.821, -0.689, -1.039, -0.078, 0.761, -0.642, -0.787, -0.598, -0.563, -0.139, 0.695, -0.773, -0.654, -0.670, -0.830, -0.432, 0.375, 0.396, 0.542, 0.354, 0.502, 0.323, 0.212, 0.484, 0.278, 0.418, 0.508, 0.189, 0.238, -0.204, 0.192, 0.434, 0.400, 0.447, 0.151, 0.861, 0.549, 0.405, 0.445, 0.376, -0.390, 0.201, -0.366, 0.686, 0.194, -0.026, 0.175, 0.214], "total_energy_ev": -322922.4772, "charge": 1}



Question: Which formula does entry 1 have?
Answer: C30H39CaN9SSbSe